Arrangement 1

Formula: C7H14
Source: OMol25
Level of theory: wB97M-V/def2-TZVPD

Structure (SMILES): C/C=C/CCCC
Frontier orbital gap (eV): 10.4
LUMO energy (eV): 1.29

```
21
C7H14 (wB97M-V/def2-TZVPD)
C 1.3529 -1.9680 2.2003
C 0.8404 -2.1540 0.7495
C -0.0292 -1.0433 0.1499
C 0.7169 0.1574 -0.3987
C -1.9729 2.7377 -1.5193
C -1.0744 1.8846 -0.6579
C -0.1710 1.0678 -1.1994
H 0.9284 -2.6501 2.9312
H 2.4246 -2.0533 2.2819
H 1.0471 -0.9327 2.4032
H 1.6954 -2.4018 0.1099
H 0.1953 -3.0465 0.7498
H -0.7434 -0.7387 0.9229
H -0.5389 -1.4770 -0.7142
H 1.3235 0.7326 0.3152
H 1.5815 -0.1966 -0.9938
H -1.9821 2.3368 -2.5366
H -1.4104 3.6585 -1.7540
H -2.9782 2.8590 -1.1456
H -1.0510 2.1621 0.3937
H -0.1545 1.0657 -2.2880
```

Here are the Mulliken charges for atoms 1 to 2, given in e: C -1.0292; C -0.4790

=====

Arrangement 2

Formula: C7H14
Source: OMol25
Level of theory: wB97M-V/def2-TZVPD

Frontier orbital gap (eV): 8.7
LUMO energy (eV): 0.91

```
21
C7H14 (wB97M-V/def2-TZVPD)
C -1.5713 -1.1229 -0.2359
C -0.5587 -0.1436 -0.8366
C -0.6196 1.3188 -0.6419
C -1.2962 1.7746 0.6221
C 0.8380 0.0242 -0.1221
C 0.9696 -0.7613 1.1784
C 2.0006 -0.1533 -1.0925
H -1.2833 -2.1626 -0.4322
H -2.5498 -0.9660 -0.7052
H -1.7084 -1.0149 0.8430
H -0.3846 -0.4190 -1.8843
H 0.9124 1.1133 0.1366
H -2.2580 2.1728 0.2679
H -0.7703 2.6305 1.0597
H -1.5135 1.0422 1.4154
H 1.9271 -0.5301 1.6574
H 0.9336 -1.8413 0.9927
H 0.1757 -0.5173 1.8916
H 1.8373 0.4791 -1.9713
H 2.9430 0.1559 -0.6240
H 2.1016 -1.1943 -1.4195
```

Here are the Mulliken charges for atoms 1 to 2, given in e: C -1.5873; C 0.4112

=====

Arrangement 3

Formula: C7H14
Source: OMol25
Level of theory: wB97M-V/def2-TZVPD

Structure (SMILES): CC(C)CC1CC1
Frontier orbital gap (eV): 11.3
LUMO energy (eV): 1.25

```
21
C7H14 (wB97M-V/def2-TZVPD)
C -1.2889 1.2104 -0.5469
C -1.2135 -0.0773 0.2762
C -2.3875 -0.9949 -0.0671
C 0.1242 -0.8058 0.0755
C 1.3183 -0.1058 0.6890
C 2.6986 -0.3308 0.1392
C 2.0335 1.0057 -0.0281
H -1.1793 0.9849 -1.6167
H -2.2558 1.7087 -0.4114
H -0.5018 1.9178 -0.2698
H -1.2920 0.1908 1.3409
H -3.3459 -0.4901 0.1017
H -2.3515 -1.2936 -1.1230
H -2.3745 -1.9079 0.5394
H 0.0505 -1.8137 0.5090
H 0.2970 -0.9486 -1.0027
H 1.2574 0.0015 1.7720
H 3.5315 -0.4120 0.8318
H 2.7905 -0.9586 -0.7441
H 1.6870 1.2760 -1.0226
H 2.4021 1.8436 0.5578
```

Here are the Mulliken charges for atoms 1 to 2, given in e: C -1.4607; C 0.8267

=====

Arrangement 4

Formula: C7H14
Source: OMol25
Level of theory: wB97M-V/def2-TZVPD

Structure (SMILES): C/C=C(\C)CCC
Frontier orbital gap (eV): 9.6
LUMO energy (eV): 1.11

```
21
C7H14 (wB97M-V/def2-TZVPD)
C 0.3714 2.3299 -1.9550
C -0.1230 1.1193 -1.4445
C 0.7328 0.5188 -0.3814
C 0.2545 -0.5115 0.6215
C -1.0802 -0.8503 0.6720
C -1.7866 -2.0423 1.2568
C 1.3307 -0.9877 1.5844
H 1.3934 2.5737 -1.6582
H -0.1895 3.2172 -1.5283
H 0.4289 2.4535 -3.0411
H -0.2077 0.2698 -2.1996
H -1.2057 1.1586 -1.0104
H 1.2247 1.2976 0.1974
H 1.6341 -0.0887 -0.8718
H -1.8689 -0.1627 0.0594
H -2.6439 -1.6423 1.8269
H -1.1299 -2.5328 1.9726
H -2.1059 -2.7595 0.5208
H 1.6866 -0.1724 2.2127
H 2.1522 -1.3479 0.9213
H 1.1320 -1.8404 2.2447
```

Here are the Mulliken charges for atoms 1 to 2, given in e: C -1.3182; C 0.1398

=====

It is arrangement 3 that is most stable; the runner-up trails by 52.7 kJ/mol.

=====

Arrangement 1

Formula: C6H7NO
Source: OMol25
Level of theory: wB97M-V/def2-TZVPD

Frontier orbital gap (eV): 9.5
LUMO energy (eV): 0.08

```
15
C6H7NO (wB97M-V/def2-TZVPD)
C 2.3296 0.3665 -0.0867
C 0.8724 0.2642 -0.2758
C 0.0064 1.3247 -0.2023
C -1.2695 0.5563 -0.0820
C -0.8727 -0.5964 0.9362
C -0.0390 -0.9644 -0.3101
H 2.7452 1.3495 0.2912
H 0.0796 2.4059 -0.3134
H -2.2364 1.0865 -0.0461
H -0.2974 -0.4238 1.8957
H -1.7337 -1.2176 1.1920
H 0.3882 -2.0014 -0.4553
H -1.8823 -1.0966 -1.0764
N -1.1382 -0.4418 -1.2191
O 3.0479 -0.6117 -0.2478
```

Here are the Mulliken charges for atoms 1 to 2, given in e: C -0.1541; C 0.0166

=====

Arrangement 2

Formula: C6H7NO
Source: OMol25
Level of theory: wB97M-V/def2-TZVPD

Frontier orbital gap (eV): 9.5
LUMO energy (eV): -0.21

```
15
C6H7NO (wB97M-V/def2-TZVPD)
C -0.7268 2.0583 0.0075
C -0.0762 0.6518 0.1130
C 1.2755 0.7892 0.1500
C 2.2883 -0.2422 -0.0622
C -0.7596 -0.6430 -0.1005
C -1.8588 -1.1706 0.6500
H -1.7899 1.6717 -0.5847
H 0.2973 2.7517 -1.0005
H -0.9531 2.7602 1.3538
H 1.3896 1.8544 0.1276
H -0.1935 -1.4093 -0.4410
H -2.0474 -2.1775 0.8928
H -2.5487 -0.3365 1.1653
N 2.9461 -1.1576 -0.0053
O -1.9538 -0.7091 -0.7529
```

Here are the Mulliken charges for atoms 1 to 2, given in e: C -1.0657; C 0.5814

=====

Arrangement 3

Formula: C6H7NO
Source: OMol25
Level of theory: wB97M-V/def2-TZVPD

Structure (SMILES): C1=C[C@H]2CON=C2C1
Frontier orbital gap (eV): 10.3
LUMO energy (eV): 0.78

```
15
C6H7NO (wB97M-V/def2-TZVPD)
C 0.9880 -1.0458 -1.0193
C -0.5461 -0.2514 0.2155
C -0.7834 0.7545 1.4122
C 0.3075 1.7416 1.2622
C 0.9858 1.5292 0.2112
C 0.4081 0.2975 -0.6218
H 1.8385 -1.4636 -1.9306
H 1.5134 -1.3096 0.0582
H -1.9503 1.1559 1.3645
H -0.6905 0.3503 2.6146
H 0.3284 2.5356 1.9934
H 1.8019 2.5003 -0.1537
H 0.0899 1.0520 -1.5541
N -1.0110 -1.3795 -0.0009
O -0.5017 -1.6647 -1.3934
```

Here are the Mulliken charges for atoms 1 to 2, given in e: C -0.3074; C 0.1609

=====

Arrangement 4

Formula: C6H7NO
Source: OMol25
Level of theory: wB97M-V/def2-TZVPD

Frontier orbital gap (eV): 9.1
LUMO energy (eV): 1.00

```
15
C6H7NO (wB97M-V/def2-TZVPD)
C 1.8238 -0.0768 0.1290
C 0.9110 1.2692 0.0144
C -0.1879 0.6378 -0.1911
C -1.8790 0.6942 -0.1316
C -1.6798 -0.7817 0.0109
C 1.0189 -1.1219 0.0318
H 3.4827 0.6883 -0.0649
H 1.0282 2.4787 0.3064
H -2.1989 1.0399 -1.1737
H -2.3658 1.0358 0.7069
H -2.3526 -1.8645 -0.4076
H -1.7125 -0.9661 1.2859
H 1.1418 -2.1602 0.0305
N -0.2184 -0.7054 -0.3470
O 3.1883 -0.1673 -0.2001
```

Here are the Mulliken charges for atoms 1 to 2, given in e: C 0.6843; C -0.4587

=====

It is arrangement 1 that is most stable; the runner-up trails by 221.0 kJ/mol.

=====

Arrangement 1

Formula: N2O2S
Source: OMol25
Level of theory: wB97M-V/def2-TZVPD

Structure (SMILES): N#[N+][O-].O=S
Frontier orbital gap (spin up / spin down) (eV): 7.8 / 7.8
LUMO energy (spin up / spin down) (eV): -1.53 / -1.51

```
5
N2O2S (wB97M-V/def2-TZVPD)
N -2.6398 0.0130 0.1187
N -1.6211 0.4191 -0.0874
O 2.7248 0.0396 0.4844
O -0.5730 0.7251 -0.4861
S 2.1092 -1.1968 -0.0296
```

Here are the Mulliken charges for atoms 1 to 2, given in e: N -0.2779; N 0.7692

=====

Arrangement 2

Formula: N2O2S
Source: OMol25
Level of theory: wB97M-V/def2-TZVPD

Structure (SMILES): N#[N+][O-].O=S
Frontier orbital gap (spin up / spin down) (eV): 7.7 / 7.7
LUMO energy (spin up / spin down) (eV): -1.01 / -1.04

```
5
N2O2S (wB97M-V/def2-TZVPD)
N -2.1260 -0.7690 -0.6460
N -1.2245 -0.5540 -0.0476
O 3.2735 -0.2510 -0.0668
O -0.2648 -0.3140 0.5968
S 2.1312 0.5900 0.0640
```

Here are the Mulliken charges for atoms 1 to 2, given in e: N -0.2704; N 0.7822

=====

It is arrangement 1 that is most stable; the runner-up trails by 17.6 kJ/mol.

=====

Arrangement 1

Formula: C16H28N4
Source: OMol25
Level of theory: wB97M-V/def2-TZVPD

Structure (SMILES): CCCC#N.CCCC#N.CCCC#N.CCCC#N
Frontier orbital gap (eV): 11.8
LUMO energy (eV): 0.49

```
48
C16H28N4 (wB97M-V/def2-TZVPD)
C -0.0246 -1.3189 -1.0286
C 0.5864 -2.4823 -1.7769
C 1.4570 -3.3531 -0.8591
C 0.6751 -3.9624 0.2181
N 0.0616 -4.4463 1.0633
H -0.7599 -0.7819 -1.6384
H 0.7032 -0.5445 -0.7786
H -0.5367 -1.6083 -0.1084
H 1.2571 -2.1042 -2.5502
H -0.1671 -3.1171 -2.2419
H 2.2884 -2.7839 -0.4434
H 1.9026 -4.1740 -1.4319
C -1.6365 3.0188 -0.9486
C -0.2003 2.6452 -0.6329
C 0.7319 3.8468 -0.5529
C 0.3412 4.7983 0.4808
N 0.0426 5.5478 1.2971
H -2.2977 2.1682 -0.7746
H -1.7548 3.2667 -2.0063
H -1.9775 3.8549 -0.3390
H 0.1772 1.9391 -1.3699
H -0.1544 2.1375 0.3347
H 0.7483 4.4000 -1.5007
H 1.7606 3.5395 -0.3606
C -3.7572 -4.0217 -1.9380
C -3.5714 -3.0681 -0.7657
C -4.3298 -1.7433 -0.9309
C -3.8568 -0.9889 -2.0992
N -3.4622 -0.4101 -3.0096
H -4.7924 -4.0320 -2.2826
H -3.4510 -5.0300 -1.6641
H -3.1347 -3.7241 -2.7847
H -2.5135 -2.8275 -0.6406
H -3.9075 -3.5171 0.1694
H -4.1991 -1.1069 -0.0560
H -5.3979 -1.9204 -1.0788
C 3.0686 2.9342 3.5974
C 3.8324 1.5997 3.6749
C 4.2965 1.1023 2.3115
C 3.2034 0.9974 1.3637
N 2.3373 0.9118 0.6196
H 3.3084 3.4727 2.6791
H 3.3439 3.5710 4.4367
H 1.9870 2.8122 3.6254
H 3.2273 0.8248 4.1478
H 4.7045 1.7424 4.3114
H 4.8072 0.1395 2.3713
H 5.0335 1.7963 1.8908
```

Here are the Mulliken charges for atoms 1 to 2, given in e: C -0.7938; C -0.3978

=====

Arrangement 2

Formula: C16H28N4
Source: OMol25
Level of theory: wB97M-V/def2-TZVPD

Frontier orbital gap (eV): 8.1
LUMO energy (eV): 0.10

```
48
C16H28N4 (wB97M-V/def2-TZVPD)
C -0.4761 2.0416 -1.4255
C -1.0639 2.5899 -2.7329
C -2.5890 2.8250 -2.5053
C -2.9176 3.9339 -1.5227
N -3.1379 4.7697 -0.7222
H 0.5688 2.3080 -1.2661
H -0.5977 0.9795 -1.2124
H -0.9084 2.6063 -0.5994
H -0.8924 1.9207 -3.5760
H -0.4814 3.4573 -3.0436
H -3.0233 1.8926 -2.1445
H -3.1066 3.1026 -3.4236
C -1.2732 -0.3264 0.0167
C 0.1768 -0.0435 -0.4659
C 1.1241 -1.2899 -0.2099
C 0.8826 -2.3818 -1.1536
N 0.7190 -3.2986 -1.8126
H -1.6002 -1.3123 -0.3139
H -2.1011 0.3305 -0.2499
H -1.2633 -0.3291 1.1066
H 0.5766 0.8125 0.0778
H 0.2041 0.3017 -1.4994
H 1.1748 -1.6629 0.8130
H 2.1568 -0.9606 -0.3250
C 2.9938 -3.5936 -0.4506
C 2.3014 -3.4003 0.8446
C 2.0389 -4.7385 1.6168
C 1.0050 -5.6004 0.9489
N 0.2603 -6.2425 0.3624
H 2.4584 -4.0742 -1.2694
H 3.9097 -4.1507 -0.2531
H 3.3919 -2.6605 -0.8494
H 1.3870 -2.8778 0.5634
H 2.8901 -2.7292 1.4701
H 1.5647 -4.4396 2.5516
H 2.9668 -5.3097 1.6455
C -1.1677 1.1160 0.9400
C -1.3004 2.6330 1.2161
C -0.7588 3.0315 2.6267
C 0.7090 3.1736 2.7707
N 1.8520 3.2607 2.8411
H -1.7153 0.4968 1.6505
H -0.1564 0.7280 1.0623
H -1.4057 0.8472 -0.0892
H -2.3632 2.8626 1.1395
H -0.6786 3.2047 0.5271
H -1.1439 2.2533 3.2856
H -1.1902 3.9435 3.0395
```

Here are the Mulliken charges for atoms 1 to 2, given in e: C -0.3175; C -1.0308

=====

It is arrangement 1 that is most stable; the runner-up trails by 1902.8 kJ/mol.